# C27H17CrF6N6O5S3Se

A molecular structure, C27H17CrF6N6O5S3Se in a non-equilibrium geometry (the ωB97M-V functional and the def2-TZVPD basis, the Open Molecules 2025 dataset).

Summary:
<S²> = 0.7722
2S+1 = 2
E_HOMO (spin up / spin down) = -8.07 / -7.76 eV
Energy above the lowest of the compared OMol25 structures with the same formula, charge and spin = 106.3 kJ/mol
Lowest unoccupied orbital energy (spin up / spin down) = -1.7 / -1.7 eV

Atoms and positions in Å:
Cr: 0.283 -0.474 0.230
F: -3.067 1.794 2.522
C: -2.432 2.857 3.026
F: -2.244 2.619 4.329
F: -3.229 3.915 2.915
S: -0.822 3.028 2.062
O: -0.318 1.679 2.075
O: -0.025 4.016 2.701
N: -1.357 3.526 0.669
S: -1.904 2.457 -0.333
O: -3.317 2.291 -0.374
O: -1.119 1.249 -0.370
C: -1.467 3.269 -1.997
F: -0.773 2.403 -2.750
F: -0.716 4.359 -1.865
F: -2.553 3.602 -2.686
O: -0.744 -0.884 1.789
N: -0.260 -1.000 2.987
C: -1.075 -1.376 3.993
C: -0.603 -1.541 5.268
C: 0.753 -1.323 5.527
C: 1.577 -0.941 4.494
C: 1.064 -0.759 3.204
S: 1.999 -0.222 1.885
H: -2.106 -1.530 3.713
H: -1.281 -1.836 6.051
H: 1.141 -1.446 6.526
H: 2.629 -0.760 4.639
C: 1.616 -4.587 -0.294
C: 1.955 -4.543 -1.638
C: 1.986 -3.332 -2.302
C: 1.640 -2.164 -1.621
C: 1.186 -2.213 -0.290
C: 1.216 -3.430 0.365
C: 1.824 -0.814 -2.129
C: 2.478 -0.482 -3.334
C: 2.789 0.822 -3.603
C: 2.500 1.817 -2.642
C: 2.877 3.165 -2.789
C: 2.607 4.083 -1.810
C: 1.941 3.688 -0.641
C: 1.554 2.384 -0.471
C: 1.815 1.420 -1.461
N: 1.440 0.129 -1.257
H: 1.640 -5.527 0.240
H: 2.213 -5.455 -2.160
H: 2.271 -3.295 -3.344
H: 0.924 -3.487 1.405
H: 2.734 -1.263 -4.032
H: 3.288 1.098 -4.521
H: 3.390 3.464 -3.692
H: 2.914 5.111 -1.923
H: 1.717 4.410 0.130
H: 1.056 2.080 0.432
Se: -3.008 -3.906 1.067
N: -3.986 -3.367 -0.293
C: -3.289 -2.469 -0.978
C: -3.688 -1.818 -2.152
C: -2.775 -0.968 -2.742
C: -1.542 -0.725 -2.141
N: -1.156 -1.266 -0.988
C: -1.981 -2.172 -0.436
N: -1.655 -2.868 0.642
H: -4.670 -1.988 -2.559
H: -3.013 -0.457 -3.662
H: -0.844 -0.046 -2.606

Atomic partial charges in e from the natural (NBO) method, atoms 1 to 4:
1. Cr 0.93
2. F -0.32
3. C 0.72
4. F -0.32

# C20H38ClN4O14

8 unconnected molecules or ions with the total composition C20H38ClN4O14 in a non-equilibrium geometry (the ωB97M-V functional and the def2-TZVPD basis, the Open Molecules 2025 dataset).

Summary:
E_HOMO = -6.92 eV
Energy above the lowest of the compared OMol25 structures with the same formula, charge and spin = 186.2 kJ/mol
Charge = -1
Lowest unoccupied orbital energy = 2.1 eV

Atoms and positions in Å:
Cl: 0.917 0.516 1.052
O: 1.535 1.633 1.704
O: 0.548 0.913 -0.289
O: 1.724 -0.647 1.074
O: -0.362 0.171 1.609
O: 1.409 0.952 -4.797
C: 1.664 2.178 -4.631
N: 1.991 2.623 -3.441
C: 1.658 3.219 -5.737
H: 2.159 3.584 -3.181
H: 1.887 1.944 -2.701
H: 2.407 3.942 -5.414
H: 0.705 3.740 -5.835
H: 2.007 2.750 -6.656
O: -4.084 -2.933 3.196
C: -3.174 -2.464 2.490
N: -3.020 -1.171 2.294
C: -2.182 -3.310 1.759
H: -2.239 -0.856 1.737
H: -3.534 -0.553 2.906
H: -1.160 -2.964 1.909
H: -2.504 -3.560 0.748
H: -2.186 -4.303 2.209
O: 2.500 -3.326 5.990
C: 2.019 -2.672 5.048
N: 2.565 -1.587 4.548
C: 0.772 -3.243 4.280
H: 3.373 -1.127 4.941
H: 2.218 -1.197 3.683
H: 0.866 -3.124 3.201
H: -0.108 -2.774 4.721
H: 0.435 -4.260 4.483
O: -2.118 4.499 -4.104
C: -1.134 4.532 -3.319
N: -0.069 5.036 -3.711
C: -1.183 3.911 -1.932
H: -0.034 5.286 -4.689
H: 0.760 4.973 -3.137
H: -2.153 4.174 -1.510
H: -0.465 4.397 -1.272
H: -0.952 2.846 -1.923
O: -2.915 3.336 3.578
C: -1.783 3.644 3.242
O: -0.833 3.843 4.169
C: 0.460 4.270 3.601
C: -0.078 4.929 2.283
C: -1.312 4.119 1.898
H: 1.106 3.410 3.423
H: 0.992 5.037 4.163
H: 0.672 4.765 1.508
H: -0.258 5.996 2.417
H: -1.009 3.280 1.272
H: -1.968 4.784 1.336
O: 1.036 -4.440 -2.432
C: 1.577 -4.896 -1.437
O: 2.103 -6.166 -1.351
C: 2.763 -6.413 -0.088
C: 2.998 -5.027 0.461
C: 1.850 -4.238 -0.146
H: 3.714 -6.891 -0.321
H: 2.067 -7.081 0.419
H: 3.912 -4.650 0.003
H: 2.880 -5.098 1.542
H: 2.199 -3.223 -0.335
H: 0.946 -4.247 0.463
O: -0.053 -1.273 -3.866
C: -0.989 -1.039 -3.138
O: -1.727 0.039 -3.310
C: -2.596 0.296 -2.226
C: -2.822 -1.169 -1.837
C: -1.487 -1.840 -1.946
H: -3.488 0.829 -2.553
H: -2.081 0.856 -1.446
H: -3.560 -1.553 -2.542
H: -3.366 -1.364 -0.913
H: -1.634 -2.915 -2.053
H: -0.777 -1.661 -1.138

Atomic partial charges in e from the Löwdin method, atoms 1 to 4:
1. Cl 0.61
2. O -0.35
3. O -0.38
4. O -0.35

# C37H40CrN4P2S2

A molecular structure, C37H40CrN4P2S2 in a non-equilibrium geometry (the ωB97M-V functional and the def2-TZVPD basis, the Open Molecules 2025 dataset).

Summary:
<S²> = 6.1342
2S+1 = 5
E_HOMO (spin up / spin down) = -6.12 / -7.54 eV
Energy above the lowest of the compared OMol25 structures with the same formula, charge and spin = 143.6 kJ/mol
Lowest unoccupied orbital energy (spin up / spin down) = -0.5 / -0.7 eV

Atoms and positions in Å:
Cr: 0.832 1.953 0.685
C: 4.596 -0.515 3.503
S: 4.182 1.150 4.085
C: 2.858 1.514 2.970
S: 3.153 1.490 1.269
N: 1.742 1.854 3.538
N: 0.731 2.113 2.670
C: -0.310 2.789 3.111
C: -1.324 3.086 2.164
C: -2.492 3.804 2.480
C: -3.411 4.080 1.502
C: -3.177 3.615 0.197
C: -2.021 2.921 -0.048
N: -1.094 2.655 0.886
H: 5.553 -0.775 3.954
H: 4.684 -0.513 2.419
H: 3.834 -1.223 3.825
H: -0.337 3.133 4.138
H: -2.637 4.132 3.502
H: -4.305 4.645 1.731
H: -3.880 3.796 -0.604
H: -1.809 2.552 -1.044
C: -0.078 -2.042 2.247
N: -0.163 -1.961 0.757
P: -1.124 -0.574 0.257
C: -1.535 -1.143 -1.449
C: -1.489 -0.214 -2.484
C: -1.793 -0.583 -3.788
C: -2.149 -1.893 -4.069
C: -2.189 -2.831 -3.043
C: -1.883 -2.459 -1.745
C: -2.706 -0.955 1.108
C: -3.173 -2.246 1.352
C: -4.406 -2.444 1.951
C: -5.189 -1.356 2.324
C: -4.725 -0.069 2.106
C: -3.490 0.129 1.500
P: 1.519 -1.738 0.257
C: 2.076 -3.485 0.285
C: 3.454 -3.696 0.232
C: 3.974 -4.980 0.317
C: 3.119 -6.066 0.454
C: 1.746 -5.866 0.491
C: 1.225 -4.580 0.411
C: 1.452 -1.466 -1.561
C: 1.892 -0.222 -2.017
C: 2.027 0.041 -3.373
C: 1.721 -0.949 -4.292
C: 1.268 -2.190 -3.855
C: 1.147 -2.452 -2.499
H: -1.045 -2.285 2.673
H: 0.277 -1.105 2.702
H: 0.624 -2.830 2.519
H: -1.181 0.805 -2.276
H: -1.737 0.148 -4.587
H: -2.381 -2.187 -5.085
H: -2.449 -3.860 -3.263
H: -1.888 -3.202 -0.960
H: -2.566 -3.102 1.085
H: -4.759 -3.452 2.130
H: -6.157 -1.517 2.781
H: -5.319 0.783 2.413
H: -3.134 1.138 1.329
H: 4.117 -2.843 0.119
H: 5.045 -5.134 0.285
H: 3.523 -7.068 0.539
H: 1.077 -6.713 0.582
H: 0.153 -4.417 0.441
H: 2.154 0.545 -1.297
H: 2.389 1.006 -3.708
H: 1.837 -0.759 -5.353
H: 1.025 -2.962 -4.575
H: 0.804 -3.423 -2.163
C: 0.886 3.979 -2.326
C: 0.643 4.638 -0.967
C: 1.051 6.114 -1.019
C: 1.405 3.899 0.136
H: 0.441 4.561 -3.137
H: 0.456 2.969 -2.364
H: 1.960 3.897 -2.514
H: -0.432 4.614 -0.764
H: 2.120 6.206 -1.228
H: 0.845 6.605 -0.066
H: 0.502 6.647 -1.802
H: 1.356 4.477 1.066
H: 2.460 3.863 -0.152

Atomic partial charges in e from the Löwdin method, atoms 1 to 4:
1. Cr 0.46
2. C -0.42
3. S 0.80
4. C -1.09